*A*
Formula: C4H4O2
Source: the Open Molecules 2025 dataset
Level of theory: ωB97M-V/def2-TZVPD

Results
LUMO level = -1.1 eV
Molecular weight = 84.1 g/mol
HOMO-LUMO gap = 7.59 eV

Structure (XYZ):
```
10
Properties=species:S:1:pos:R:3:mulliken_charge:R:1
O 2.170 -1.022 -0.466 -0.57
C 1.137 -0.403 -0.301 0.36
O 1.055 0.982 0.444 -0.37
C -0.276 0.911 0.507 0.04
C -0.960 0.110 -0.495 -0.31
C -0.246 -0.831 0.283 -0.29
H -0.825 1.608 1.141 0.37
H -2.039 0.152 -0.674 0.28
H 0.536 0.142 -1.365 0.10
H -0.553 -1.650 0.927 0.38
```

***

*B*
Formula: C4H4O2
Source: the Open Molecules 2025 dataset
Level of theory: ωB97M-V/def2-TZVPD

Results
LUMO level = 0.5 eV
SMILES = O=C[C@@H]1CC1=O
Molecular weight = 84.1 g/mol
HOMO-LUMO gap = 9.81 eV

Structure (XYZ):
```
10
Properties=species:S:1:pos:R:3:mulliken_charge:R:1
O 1.223 2.094 0.384 -0.45
C 0.358 1.504 -0.214 -0.16
C 0.164 0.016 -0.519 -0.25
C 0.198 -0.899 0.724 -0.65
C 1.432 -0.692 -0.022 0.58
O 2.605 -0.703 -0.147 -0.45
H -0.294 2.175 -0.752 0.39
H -0.313 -0.373 -1.394 0.42
H 0.153 -0.301 1.530 0.32
H -0.338 -1.819 0.544 0.27
```

***

*C*
Formula: C4H4O2
Source: the Open Molecules 2025 dataset
Level of theory: ωB97M-V/def2-TZVPD

Results
LUMO level = 0.8 eV
SMILES = O=C1C[C@H]2O[C@@H]12
Molecular weight = 84.1 g/mol
HOMO-LUMO gap = 10.66 eV

Structure (XYZ):
```
10
Properties=species:S:1:pos:R:3:mulliken_charge:R:1
O 1.395 0.097 1.822 -0.52
C 0.706 0.027 0.846 0.24
C 0.450 0.955 -0.366 -0.39
C -0.885 0.168 -0.554 -0.60
O -0.215 -1.355 -0.755 -0.35
C -0.511 -0.820 0.501 0.22
H 1.101 0.899 -1.238 0.23
H 0.378 2.003 -0.042 0.28
H -1.172 -0.676 -1.368 0.46
H -1.133 -1.406 1.162 0.44
```

***

*D*
Formula: C4H4O2
Source: the Open Molecules 2025 dataset
Level of theory: ωB97M-V/def2-TZVPD

Results
LUMO level = 0.0 eV
SMILES = C#CC(=O)CO
Molecular weight = 84.1 g/mol
HOMO-LUMO gap = 10.82 eV

Structure (XYZ):
```
10
Properties=species:S:1:pos:R:3:mulliken_charge:R:1
C 2.320 0.576 0.466 0.17
C 1.323 -0.099 0.458 -0.31
C 0.027 -0.708 0.212 0.26
O -0.196 -1.898 0.206 -0.54
C -0.990 0.353 -0.141 -0.42
O -2.134 -0.152 -0.748 -0.49
H 3.277 1.041 0.522 0.41
H -1.243 0.873 0.795 0.28
H -0.448 1.078 -0.767 0.30
H -1.936 -1.064 -1.002 0.34
```

***

Tell me which of them is the least stable. Sure, it is *A*.

***

*A*
Formula: C4H4O2
Source: the Open Molecules 2025 dataset
Level of theory: ωB97M-V/def2-TZVPD

Results
LUMO level = 0.3 eV
SMILES = CC#CC(=O)O
Molecular weight = 84.1 g/mol
HOMO-LUMO gap = 10.61 eV

Structure (XYZ):
```
10
Properties=species:S:1:pos:R:3:mulliken_charge:R:1
C -1.622 1.541 0.131 -0.97
C -0.475 0.577 -0.235 0.32
C 0.176 -0.450 -0.518 -0.20
C 1.414 -1.315 -0.182 0.59
O 2.223 -1.546 -1.119 -0.57
O 1.547 -1.998 0.954 -0.45
H -2.211 1.746 -0.890 0.23
H -1.204 2.550 0.486 0.28
H -2.160 1.486 0.979 0.36
H 2.312 -2.592 0.394 0.42
```

***

*B*
Formula: C4H4O2
Source: the Open Molecules 2025 dataset
Level of theory: ωB97M-V/def2-TZVPD

Results
LUMO level = 0.8 eV
Molecular weight = 84.1 g/mol
HOMO-LUMO gap = 9.26 eV

Structure (XYZ):
```
10
Properties=species:S:1:pos:R:3:mulliken_charge:R:1
O -0.050 0.640 1.575 -0.31
C -1.033 -0.372 1.210 -0.48
C 0.068 0.736 0.242 0.14
C 1.136 0.075 -0.529 -0.31
O 1.199 -1.230 0.000 -0.37
C -0.058 -0.775 -0.446 0.08
H -1.930 0.226 0.898 0.19
H -0.499 1.494 -0.300 0.41
H 1.693 0.407 -1.402 0.32
H -0.564 -1.170 -1.323 0.34
```

***

Tell me which of them is the least stable. Sure, it is *B*.